<a>
Computed, not measured: a structure of composition C3H12N2O, with ωB97M-V with the def2-TZVPD basis set.

Results
Charge: 0
HOMO (eV): -7.322
LUMO (hartree): 0.0340
Gap between HOMO and LUMO (eV): 8.25

XYZ file:
```
18
C3H12N2O (ωB97M-V with the def2-TZVPD basis set)
O -1.323 -1.467 -0.191
N -2.707 0.515 0.028
N 2.249 -0.854 0.473
C 1.195 0.736 -1.015
C -1.548 -0.091 -0.546
C 1.949 0.429 0.104
H 1.377 0.093 -1.872
H 0.259 0.423 1.647
H -1.013 -1.479 0.718
H 2.801 -1.014 1.300
H 1.268 1.759 -1.358
H -0.292 0.451 -0.763
H -3.552 -0.041 -0.077
H 2.361 1.207 0.733
H -0.559 0.374 1.537
H -1.788 -0.189 -1.609
H -2.578 0.743 1.006
H 1.901 -1.597 -0.116
```



<b>
Computed, not measured: a cluster of 2 separate species, C3H12N2O in total, with ωB97M-V with the def2-TZVPD basis set.

Results
Charge: 0
HOMO (eV): -9.569
LUMO (hartree): 0.0330
Gap between HOMO and LUMO (eV): 10.47

XYZ file:
```
18
C3H12N2O (ωB97M-V with the def2-TZVPD basis set)
O -2.048 -0.771 0.883
N -0.827 -1.265 -1.810
N 0.356 -0.062 -0.021
C 0.062 -0.159 -1.455
C 1.489 1.220 1.788
C 1.263 1.054 0.293
H 1.972 0.367 2.266
H -0.973 -1.823 -0.980
H 0.985 -0.337 -2.017
H -1.759 -0.896 -1.886
H -1.200 -0.334 0.625
H -2.316 -0.297 1.677
H 0.504 1.331 2.252
H 0.918 -0.873 0.223
H 2.230 0.835 -0.180
H 0.920 2.003 -0.119
H 2.074 2.108 2.012
H -0.375 0.786 -1.769
```



What should be chosen as the most stable of them? Choose <b>.



<a>
Computed, not measured: a cluster of 2 separate species, C3H12N2O in total, with ωB97M-V with the def2-TZVPD basis set.

Results
Charge: 0
HOMO (eV): -8.789
LUMO (hartree): 0.0342
Gap between HOMO and LUMO (eV): 9.72

XYZ file:
```
18
C3H12N2O (ωB97M-V with the def2-TZVPD basis set)
O -0.689 1.885 -2.578
N -2.395 -1.243 0.531
N 0.864 0.573 0.474
C -1.112 -0.867 -0.089
C 2.274 0.280 0.335
C -0.011 -0.508 0.940
H 0.604 -1.373 1.186
H 0.753 1.363 1.106
H -1.297 -0.007 -0.733
H -0.080 1.746 -1.828
H -2.996 -0.450 0.712
H -0.850 -1.684 -0.768
H -0.191 1.611 -3.353
H 2.429 -0.631 -0.252
H -2.266 -1.694 1.426
H 2.803 0.094 1.282
H -0.593 -0.183 1.804
H 2.754 1.087 -0.196
```



<b>
Computed, not measured: a cluster of 2 separate species, C3H12N2O in total, with ωB97M-V with the def2-TZVPD basis set.

Results
Charge: 0
HOMO (eV): -8.872
LUMO (hartree): 0.0282
Gap between HOMO and LUMO (eV): 9.64

XYZ file:
```
18
C3H12N2O (ωB97M-V with the def2-TZVPD basis set)
O -4.560 -1.106 -4.777
N 3.201 0.590 0.432
N -1.421 0.466 1.838
C -0.488 -0.233 0.940
C 0.808 0.573 0.812
C 2.062 -0.278 0.632
H -1.209 1.397 2.143
H -0.986 -0.261 -0.035
H 0.781 1.338 0.036
H -3.984 -0.567 -5.330
H 1.939 -0.849 -0.289
H 0.870 1.126 1.740
H -3.982 -1.564 -4.150
H -2.387 0.350 1.581
H 2.159 -0.913 1.524
H -0.261 -1.208 1.370
H 3.421 1.092 1.287
H 4.037 0.046 0.246
```



What should be chosen as the most stable of them? Choose <b>.



<a>
Computed, not measured: a cluster of 2 separate species, CH8N2O in total, with ωB97M-V with the def2-TZVPD basis set.

Results
Charge: 0
HOMO (eV): -9.324
LUMO (hartree): 0.0287
Gap between HOMO and LUMO (eV): 10.10

XYZ file:
```
12
CH8N2O (ωB97M-V with the def2-TZVPD basis set)
O 4.097 0.362 1.926
N -2.853 -0.087 -0.855
N -0.371 -0.370 -0.167
C -1.449 0.248 -1.159
H -1.357 1.282 -1.046
H 3.909 -0.616 1.685
H 3.622 0.859 1.266
H -3.136 0.413 0.021
H -2.943 -1.114 -0.747
H 0.348 -0.891 -0.690
H -0.691 -1.145 0.369
H -1.275 0.032 -2.153
```



<b>
Computed, not measured: a cluster of 2 separate species, CH8N2O in total, with ωB97M-V with the def2-TZVPD basis set.

Results
Charge: 0
HOMO (eV): -9.148
LUMO (hartree): 0.0371
Gap between HOMO and LUMO (eV): 10.16

XYZ file:
```
12
CH8N2O (ωB97M-V with the def2-TZVPD basis set)
O 2.067 1.313 1.314
N -0.897 0.418 0.384
N -0.610 -1.387 -1.262
C -0.172 -0.086 -0.783
H 2.596 1.125 2.092
H 0.882 -0.171 -0.530
H -0.328 0.602 -1.609
H -1.440 1.252 0.185
H -0.213 -2.134 -0.702
H -1.513 -0.281 0.773
H 1.247 0.806 1.364
H -1.619 -1.457 -1.226
```



<c>
Computed, not measured: a cluster of 2 separate species, CH8N2O in total, with ωB97M-V with the def2-TZVPD basis set.

Results
Charge: 0
HOMO (eV): -8.637
LUMO (hartree): 0.0297
Gap between HOMO and LUMO (eV): 9.45

XYZ file:
```
12
CH8N2O (ωB97M-V with the def2-TZVPD basis set)
O 0.939 -0.244 0.131
N -2.063 0.680 -0.167
N -2.196 -0.766 0.146
C 2.324 -0.037 -0.068
H 0.647 0.616 0.447
H -2.785 -1.117 -0.608
H 2.722 -0.882 -0.630
H 2.885 0.016 0.871
H -1.092 0.910 0.094
H 2.532 0.870 -0.661
H -1.297 -1.206 -0.099
H -2.616 1.159 0.545
```



<d>
Computed, not measured: a structure of composition CH8N2O, with ωB97M-V with the def2-TZVPD basis set.

Results
Charge: 0
HOMO (eV): -9.128
LUMO (hartree): -0.1429
Gap between HOMO and LUMO (eV): 5.24

XYZ file:
```
12
CH8N2O (ωB97M-V with the def2-TZVPD basis set)
O -2.814 -0.494 0.039
N 2.515 -0.241 0.034
N -0.852 1.107 -0.029
C 0.010 -0.004 -0.146
H -0.019 -0.316 -1.204
H -1.775 0.635 -0.065
H -3.545 -1.114 -0.074
H -0.287 -0.812 0.521
H 3.156 -1.024 0.077
H 1.241 -0.035 0.022
H 3.106 0.570 0.046
H -0.735 1.729 0.778
```



What should be chosen as the most stable of them? Choose <b>.



<a>
Computed, not measured: a cluster of 4 separate species, C4H16O3 in total, with ωB97M-V with the def2-TZVPD basis set.

Results
Charge: 0
HOMO (eV): -10.657
LUMO (hartree): 0.0229
Gap between HOMO and LUMO (eV): 11.28

XYZ file:
```
23
C4H16O3 (ωB97M-V with the def2-TZVPD basis set)
O 0.289 1.466 -2.908
O -1.549 2.720 -1.055
O 1.058 -2.985 2.758
C -1.280 -0.172 -0.374
C 1.119 -0.748 -0.664
C 0.171 0.058 0.175
C 0.227 -0.113 1.691
H -2.371 3.185 -1.150
H 2.060 -3.019 2.673
H -0.377 0.668 2.141
H -1.636 -1.227 -0.302
H 1.160 -1.784 -0.547
H 0.842 -3.879 3.059
H 2.112 -0.382 -0.374
H 1.073 -0.611 -1.728
H 1.218 -0.119 2.114
H -0.614 1.493 -2.774
H -0.950 3.403 -1.155
H -1.940 0.387 0.226
H -0.431 -1.005 1.870
H 0.793 1.392 -2.080
H -1.370 0.179 -1.503
H 0.395 1.092 -0.093
```



<b>
Computed, not measured: a cluster of 4 separate species, C4H16O3 in total, with ωB97M-V with the def2-TZVPD basis set.

Results
Charge: 0
HOMO (eV): -10.997
LUMO (hartree): 0.0196
Gap between HOMO and LUMO (eV): 11.53

XYZ file:
```
23
C4H16O3 (ωB97M-V with the def2-TZVPD basis set)
O -1.257 -1.425 2.280
O 1.571 -5.660 -1.862
O 2.942 2.341 4.418
C -2.302 1.706 -0.979
C -0.406 2.270 -2.440
C -0.545 -0.009 -1.163
C -0.781 1.565 -1.132
H 1.372 -4.896 -1.320
H -0.411 3.365 -2.356
H 2.366 -6.076 -1.534
H 0.330 -0.339 -0.577
H 3.382 3.238 4.188
H 3.579 1.652 4.238
H -2.884 0.821 -1.058
H -1.454 -0.574 -0.695
H 0.651 2.111 -2.668
H -2.587 2.237 -0.072
H -0.929 -1.969 2.999
H -0.397 -0.326 -2.219
H -2.866 2.440 -1.778
H -0.744 -0.706 1.916
H -0.269 2.123 -0.282
H -1.080 1.992 -3.268
```



What should be chosen as the most stable of them? Choose <a>.